The following is a quantum chemistry calculation of C5H7NO2 in the gas phase in a non-equilibrium geometry, from the OMol25 dataset.

Each line ends with the Löwdin charge.
CARTESIAN COORDINATES (ANGSTROEM)
N  2.1118  -0.0280  0.1146  0.02
C  0.8037  -0.1124  -0.5318  -0.33
C  -0.3457  -1.2231  -0.2176  -0.21
O  -0.7744  -0.9339  1.2319  0.00
C  -0.9777  0.4275  0.9233  -0.25
C  -1.5190  0.6350  -0.3319  -0.17
O  -1.4409  -0.7272  -0.9183  -0.02
C  -0.0883  1.0425  -0.2560  -0.08
H  1.8962  0.1145  1.2245  0.15
H  2.7655  -0.8119  -0.0217  0.07
H  1.0299  -0.1713  -1.6851  0.18
H  -0.0523  -2.2515  -0.5267  0.17
H  -1.3477  0.9542  1.7903  0.16
H  -2.4544  1.0385  -0.6008  0.15
H  0.3934  2.0471  -0.1947  0.16

The calculation puts the total energy at -399.84122 Eh. Its molecular weight is 113.12 g mol⁻¹. As for the SMILES: N[C@H]1[C@H]2O[C@@H]3[C@H](O2)[C@H]13. As for the lowest unoccupied orbital energy: 0.987 eV.

***

The following is a quantum chemistry calculation of a molecular structure, C5H7NO2 in a non-equilibrium geometry, from the OMol25 dataset.

Each line ends with the Löwdin charge.
CARTESIAN COORDINATES (ANGSTROEM)
C  0.8587  0.4635  -0.4273  -0.28
C  0.5609  -0.6348  0.6638  -0.23
C  -0.8329  -0.0919  1.1361  -0.08
C  -1.4810  0.1022  -0.1731  -0.29
C  -0.2591  -0.2969  -1.1369  -0.15
H  1.5939  2.2794  -0.0629  0.12
H  1.8459  0.2874  -0.8307  0.14
H  1.1337  -1.0917  1.4088  0.12
H  -0.6699  0.9527  1.6332  0.16
H  -1.4965  -0.6067  1.7987  0.12
H  -0.5226  -0.4592  -2.2506  0.17
H  1.0357  -1.8001  -0.8581  0.12
N  0.1269  -1.5420  -0.3931  0.02
O  0.7223  1.8303  -0.1011  -0.01
O  -2.6161  0.6079  -0.4067  0.05

The calculation puts the total energy at -399.86991 Eh. Its molecular weight is 113.12 g mol⁻¹. As for the lowest unoccupied orbital energy: 0.449 eV.

***

The following is a quantum chemistry calculation of 2 unconnected molecules or ions with the total composition C5H7NO2 in a non-equilibrium geometry, from the OMol25 dataset.

Each line ends with the Löwdin charge.
CARTESIAN COORDINATES (ANGSTROEM)
C  -1.2882  -2.1375  -0.6879  -0.02
C  -2.7507  -1.6803  -0.7526  -0.16
C  -3.4160  -1.1520  0.4244  -0.36
O  -3.8020  -1.2982  1.5403  0.15
C  -3.2184  -0.2562  -0.6562  -0.07
C  -3.7258  0.9029  -0.9659  -0.06
O  -4.2347  1.9204  -1.3208  0.16
H  -0.7582  -1.7315  -1.4709  0.04
H  -1.2027  -3.2146  -0.9132  0.09
H  -0.7730  -1.8311  0.2009  0.08
H  -3.4039  -2.1295  -1.4976  0.15
N  1.1484  3.1661  1.4283  -0.02
H  2.1457  2.9614  1.3605  -0.01
H  0.8836  3.0334  2.4661  0.05
H  0.9623  3.9701  0.8766  -0.02

The calculation puts the total energy at -399.83549 Eh. Its molecular weight is 113.12 g mol⁻¹. As for the SMILES: C[C@H]1C(=O)C1=C=O.N. As for the lowest unoccupied orbital energy: 0.482 eV.

***

The following is a quantum chemistry calculation of C5H7NO2S in the gas phase in a non-equilibrium geometry, from the OMol25 dataset.

Each line ends with the Löwdin charge.
CARTESIAN COORDINATES (ANGSTROEM)
C  -0.1024  -1.5216  -0.8610  0.00
C  0.2376  -0.1018  -0.5042  -0.34
C  1.7225  0.1753  -0.5881  -0.19
O  2.3303  1.1118  -0.1627  0.07
C  -0.4424  0.5264  0.7989  -0.19
C  -1.4967  -0.1761  1.6828  -0.59
S  -1.6551  0.0244  3.2675  0.72
N  -0.7517  0.9371  -0.5485  -0.02
O  -0.2430  2.2106  -0.7637  -0.01
H  -0.9572  -1.7948  -0.3205  0.05
H  0.7169  -2.0297  -0.5944  0.04
H  -0.4346  -1.4741  -1.9579  0.13
H  2.4114  -0.5856  -1.0953  0.15
H  0.1461  1.2060  1.2200  0.08
H  -2.1597  -0.8805  1.2364  0.03
H  0.6781  2.3725  -0.8093  0.06

The calculation puts the total energy at -797.97047 Eh. Its molecular weight is 145.18 g mol⁻¹. As for the SMILES: C[C@]1(C=O)[C@H](C=S)N1O. As for the lowest unoccupied orbital energy: -0.801 eV.

***

The following is a quantum chemistry calculation of C5H7NO2S in the gas phase in a non-equilibrium geometry, from the OMol25 dataset.

Each line ends with the Löwdin charge.
CARTESIAN COORDINATES (ANGSTROEM)
C  -1.5952  1.2181  0.1808  -0.21
C  0.8856  1.3596  0.3257  -0.54
C  -2.2543  -0.0278  0.4144  -0.53
C  1.1981  0.7192  -1.0210  0.00
C  -1.8148  -0.9796  1.5451  -0.10
N  -0.4475  1.6472  0.3290  0.17
O  1.7011  1.6002  1.1873  0.06
O  -4.0531  0.8682  -1.2955  -0.55
S  -3.7199  -0.2310  -0.3464  1.01
H  -2.3606  1.9817  -0.3756  0.16
H  0.3936  0.7462  -1.6889  0.05
H  1.5780  -0.2775  -0.7754  0.08
H  2.1829  1.2147  -1.4719  0.13
H  -2.5612  -1.9272  1.6753  0.12
H  -1.7865  -0.5664  2.5868  0.09
H  -0.8242  -1.3069  1.2863  0.06

The calculation puts the total energy at -798.04513 Eh. Its molecular weight is 145.18 g mol⁻¹. As for the lowest unoccupied orbital energy: -1.549 eV.

***

The following is a quantum chemistry calculation of C5H7NO3 in the gas phase in a non-equilibrium geometry, from the OMol25 dataset.

Each line ends with the Löwdin charge.
CARTESIAN COORDINATES (ANGSTROEM)
C  0.2615  1.3814  0.6339  0.09
C  0.7161  0.1344  0.3310  -0.27
C  -0.0107  -1.0929  0.6351  0.00
C  -1.2937  -0.4735  -0.3943  -0.49
N  -2.4321  -0.2461  0.3295  0.14
O  -1.2316  -0.5194  -1.5884  0.09
C  1.7988  -0.0321  -0.7001  -0.49
O  2.3267  -1.0854  -0.9504  0.12
O  2.2106  1.1275  -1.2411  0.10
H  0.7459  2.2561  0.2358  0.07
H  -0.4190  1.5466  1.4539  0.07
H  -0.3981  -1.1539  1.6479  0.10
H  0.4444  -1.9779  0.2023  0.11
H  -3.2724  -0.6477  -0.0664  0.11
H  -2.3806  -0.1537  1.3291  0.09
H  2.9342  0.9367  -1.8578  0.13

The calculation puts the total energy at -475.16741 Eh. Its molecular weight is 129.12 g mol⁻¹. As for the SMILES: C=C(CC(N)=O)C(=O)O. As for the lowest unoccupied orbital energy: 0.394 eV.

***

The following is a quantum chemistry calculation of C5H7NOS in the gas phase in a non-equilibrium geometry, from the OMol25 dataset.

Each line ends with the Löwdin charge.
CARTESIAN COORDINATES (ANGSTROEM)
C  0.8745  -1.0823  -1.3833  0.02
C  -0.1918  -0.2353  -0.4857  -0.19
N  -1.2109  -1.1087  0.0272  0.04
C  -1.6871  -0.5386  1.1391  -1.07
S  -2.7811  -1.1917  2.0171  0.73
O  -1.1836  0.6628  1.1379  0.05
C  -0.1999  0.8350  0.2436  -0.30
C  0.7962  1.9760  0.4009  0.00
H  1.6520  -0.5471  -1.7280  0.00
H  1.2488  -2.0122  -0.5185  0.17
H  0.5826  -1.4446  -2.2796  0.01
H  -1.1277  -2.3112  0.1990  0.26
H  1.8339  2.0172  -0.1766  0.12
H  1.1991  2.1755  1.4273  0.09
H  0.1951  2.8052  -0.0206  0.08

The calculation puts the total energy at -722.77993 Eh. Its molecular weight is 129.18 g mol⁻¹. As for the SMILES: Cc1[nH]c(=S)oc1C. As for the lowest unoccupied orbital energy: 0.472 eV.

***

The following is a quantum chemistry calculation of a molecular structure, C5H7NOS in a non-equilibrium geometry, from the OMol25 dataset.

Each line ends with the Löwdin charge.
CARTESIAN COORDINATES (ANGSTROEM)
C  -0.7149  -0.7594  -0.1943  -0.29
C  0.5771  -0.4496  0.6612  -0.22
C  1.4528  0.3387  -0.3466  -0.15
C  0.3178  1.2023  -0.9484  -0.76
C  -0.8205  0.7604  -0.0705  -0.26
H  -1.4992  -2.3709  0.4196  0.16
H  -0.6207  -1.1602  -1.1838  0.14
H  1.0890  -1.1723  1.2974  0.14
H  2.4550  0.7996  -0.0821  0.14
H  1.7004  -0.3749  -1.1122  0.10
H  -1.7499  1.2616  -0.1219  0.14
H  -0.7504  0.4380  2.0394  0.09
N  -0.1441  0.7292  1.2979  0.06
O  -1.7278  -1.3613  0.5906  -0.04
S  0.4355  2.1190  -2.2462  0.74

The calculation puts the total energy at -722.80988 Eh. Its molecular weight is 129.18 g mol⁻¹. As for the lowest unoccupied orbital energy: -0.011 eV.

***

The following is a quantum chemistry calculation of C5H7NOS in the gas phase in a non-equilibrium geometry, from the OMol25 dataset.

Each line ends with the Löwdin charge.
CARTESIAN COORDINATES (ANGSTROEM)
C  0.0541  1.4133  0.8185  -0.06
C  0.3150  0.1400  0.1486  -0.60
C  1.5408  0.3166  -0.7697  -0.63
S  2.9108  -0.4902  -0.6157  0.72
N  0.1385  -1.2353  0.7632  0.02
C  -1.0845  -1.5167  -0.2346  -0.06
C  -0.8846  -0.1627  -0.8280  -0.35
O  -1.2773  0.3570  -1.8799  0.09
H  -1.1561  1.6066  0.9544  0.15
H  0.6961  1.4328  1.8015  0.13
H  0.3620  2.2514  0.1387  0.09
H  1.4206  1.1684  -1.5189  0.09
H  -0.1256  -1.1280  1.8160  0.14
H  -0.8782  -2.3998  -0.9780  0.15
H  -2.0317  -1.7534  0.3841  0.14

The calculation puts the total energy at -722.79072 Eh. Its molecular weight is 129.18 g mol⁻¹. As for the SMILES: C[C@@]1(C=S)NCC1=O. As for the lowest unoccupied orbital energy: -0.323 eV.

***

The following is a quantum chemistry calculation of a molecular structure, C5H7NOS in a non-equilibrium geometry, from the OMol25 dataset.

Each line ends with the Löwdin charge.
CARTESIAN COORDINATES (ANGSTROEM)
C  -0.9484  -0.8580  -0.0371  -0.43
C  0.1657  -0.6614  1.0316  -0.40
C  0.1658  -0.6459  -1.0879  -0.40
C  0.5715  0.8114  -0.7577  -0.27
C  0.5807  0.7931  0.7154  -0.29
H  -2.6818  -0.2168  0.4445  0.07
H  -1.3593  -1.8684  -0.0490  0.13
H  0.0433  -0.9526  2.0770  0.11
H  0.0350  -0.9126  -2.1277  0.11
H  0.1221  1.5916  -1.3382  0.14
H  2.0709  1.9737  -0.0028  0.10
H  0.1566  1.5810  1.2674  0.13
N  1.8287  0.9866  -0.0150  0.04
O  -1.9842  0.0904  -0.0870  0.01
S  1.2335  -1.7121  -0.0335  0.94

The calculation puts the total energy at -722.81482 Eh. Its molecular weight is 129.18 g mol⁻¹. As for the lowest unoccupied orbital energy: 0.726 eV.

***

The following is a quantum chemistry calculation of 2 unconnected molecules or ions with the total composition C5H7NOS in a non-equilibrium geometry, from the OMol25 dataset.

Each line ends with the Mulliken spin population.
CARTESIAN COORDINATES (ANGSTROEM)
C  1.4588  0.7370  -0.3905  0.30
C  2.4892  -1.0898  0.0426  0.16
C  0.5205  -0.2000  0.1009  -0.21
C  -1.6830  1.1487  -0.4107  -0.05
C  -0.9037  -0.0907  0.0244  0.74
N  2.7297  0.1301  -0.3984  -0.07
O  1.2462  -1.3013  0.3701  0.02
S  -1.8355  -1.6187  -0.0795  0.10
H  1.2493  1.7574  -0.5553  0.01
H  3.0581  -1.9939  -0.0555  0.01
H  -1.2512  2.1300  -0.0957  0.00
H  -1.8842  1.0650  -1.6488  0.04
H  -2.7087  1.1040  0.0371  0.00
H  -1.2960  0.6154  2.2114  0.95
H  -1.1895  -2.3933  0.8479  0.02

Its multiplicity is 3. The calculation puts the total energy at -722.70812 Eh. Its molecular weight is 129.18 g mol⁻¹. As for the lowest unoccupied orbital energy (spin up / spin down): 0.732 / -1.296 eV.

***

The following is a quantum chemistry calculation of a molecular structure, C5H7NS in a non-equilibrium geometry, from the OMol25 dataset.

Each line ends with the Löwdin charge.
CARTESIAN COORDINATES (ANGSTROEM)
C  -1.0992  0.9390  0.0327  -0.22
C  -0.6442  -0.0687  -1.0502  -0.46
C  -0.6711  -0.1721  1.0346  -0.48
C  0.8395  -0.1899  0.7272  -0.31
C  0.8420  -0.1401  -0.7492  -0.30
H  -2.1834  1.1586  0.0556  0.11
H  -0.4718  1.8461  0.0664  0.11
H  -0.9496  0.0556  -2.0936  0.11
H  -0.9590  -0.1941  2.0757  0.10
H  1.5381  0.3619  1.3757  0.15
H  2.3534  -1.3293  -0.0385  0.10
H  1.5148  0.4554  -1.3486  0.14
N  1.3301  -1.3250  -0.0342  0.03
S  -1.4395  -1.3971  -0.0535  0.91

The calculation puts the total energy at -647.57174 Eh. Its molecular weight is 113.18 g mol⁻¹. As for the lowest unoccupied orbital energy: 0.953 eV.